# 1
DFT (the ωB97M-V functional and the def2-TZVPD basis) results for C27H14Cl2O6 in the gas phase in a non-equilibrium geometry.

Calculated values
HOMO = -7.865 eV
SMILES = O=C1C(=O)c2ccccc2C(=O)/C1=C(\c1ccc(Cl)c(Cl)c1)c1c(O)c(O)c2ccccc2c1O
E = -65554.7599 eV
Gap between HOMO and LUMO = 6.703 eV

The geometry in XYZ format:
```
49
Properties=species:S:1:pos:R:3:lowdin_charge:R:1
Cl -1.04 5.12 -3.96 0.643
Cl -3.29 3.44 -2.37 0.660
O -1.94 -0.69 0.64 0.096
O -2.65 -0.62 3.16 0.067
O 2.09 1.75 1.49 0.052
O 1.90 -0.18 -3.04 0.130
O 1.92 -1.87 0.77 0.157
O 0.38 -4.19 -0.02 0.125
C -0.64 0.61 3.77 -0.097
C 0.55 -3.18 -0.71 -0.213
C -0.12 -3.38 -4.98 -0.040
C -1.61 3.01 -2.27 -0.651
C -1.25 1.93 -1.46 -0.025
C 0.93 1.16 1.96 -0.197
C -0.38 -4.34 -2.76 -0.001
C -0.56 -4.43 -4.14 -0.039
C 0.97 -0.68 -0.95 0.018
C 0.09 0.58 1.03 -0.050
C 1.09 2.34 -1.93 -0.007
C 0.25 -3.23 -2.20 -0.068
C -0.60 3.78 -2.91 -0.639
C 0.10 1.61 -1.26 -0.166
C 1.11 1.84 5.66 -0.074
C 0.56 1.19 3.32 -0.094
C -1.02 0.72 5.14 0.000
C 1.13 -1.89 -0.16 -0.248
C 1.41 1.82 4.28 0.009
C -1.08 -0.05 1.47 -0.189
C 1.16 -0.90 -2.41 -0.293
C 0.74 3.41 -2.74 -0.076
C -1.45 -0.06 2.81 -0.181
C 0.47 0.51 -0.38 -0.023
C 0.49 -2.25 -4.41 0.012
C 0.69 -2.14 -3.01 -0.072
C -0.13 1.32 6.09 -0.062
H -0.28 -3.39 -6.02 0.092
H 0.82 -1.45 -5.07 0.124
H -2.58 -1.11 1.22 0.105
H 1.50 3.95 -3.23 0.095
H 1.79 2.33 6.34 0.095
H -2.04 1.36 -0.95 0.120
H 2.32 2.32 3.99 0.104
H -2.83 -0.46 4.10 0.097
H -0.38 1.29 7.18 0.110
H -0.66 -5.17 -2.09 0.126
H -1.95 0.29 5.51 0.095
H 2.86 1.21 1.81 0.149
H -1.00 -5.31 -4.54 0.093
H 2.14 2.04 -1.82 0.131
```

# 2
DFT (the ωB97M-V functional and the def2-TZVPD basis) results for a molecular structure, C27H16Cl3N3O4PdS2Si.

Calculated values
HOMO = 0.206 eV
Relative energy (zero: lowest compared OMol25 entry of this formula, charge and spin) = 31.4 kJ/mol
Net charge = -2
E = -111518.5221 eV
Gap between HOMO and LUMO = 3.811 eV

The geometry in XYZ format:
```
57
Properties=species:S:1:pos:R:3:lowdin_charge:R:1
Pd 0.47 -1.14 -0.89 0.760
Cl 2.43 -4.29 -0.80 0.142
Cl -0.37 -4.53 -2.43 0.137
Cl -0.42 -4.28 0.83 0.147
S -4.38 -4.40 -0.94 0.999
S 1.89 5.89 -1.23 0.977
Si 0.50 -3.43 -0.86 -0.634
O 0.67 -0.72 1.72 -0.014
O 6.44 -1.51 3.91 0.016
O 2.54 -1.11 -0.76 -0.187
O 5.32 -1.44 5.74 0.014
N 5.39 -1.40 4.52 -0.382
N 0.37 0.96 -1.05 -0.023
N -1.52 -0.97 -1.09 -0.062
C -2.71 3.09 -1.35 -0.049
C -6.85 -3.89 -1.30 -0.240
C 4.20 -1.22 2.41 0.026
C 1.30 1.88 -1.01 -0.097
C -3.84 -1.66 -1.17 -0.246
C -0.30 3.68 -1.20 -0.035
C 4.16 -1.25 3.78 -0.182
C -6.01 -4.94 -1.09 -0.469
C -3.33 0.71 -1.28 -0.180
C 3.53 3.98 -0.85 -0.161
C -4.81 -2.73 -1.18 -0.485
C -1.30 2.76 -1.24 -0.181
C 2.18 4.19 -1.03 -0.489
C 2.92 -1.13 4.47 -0.023
C 4.30 5.18 -0.86 -0.242
C 3.28 -1.11 0.23 -0.227
C -0.98 1.35 -1.15 -0.188
C -4.26 -0.28 -1.28 -0.009
C -6.17 -2.64 -1.35 -0.164
C -1.92 0.39 -1.18 -0.173
C -2.48 -1.90 -1.09 -0.157
C 1.08 3.26 -1.07 -0.256
C 1.78 -0.97 3.77 -0.002
C 1.73 -0.91 2.30 -0.378
C 3.55 6.30 -1.05 -0.479
C 3.03 -1.08 1.64 -0.104
C -3.66 2.13 -1.37 -0.047
H -2.99 4.13 -1.42 0.099
H -7.92 -4.00 -1.42 0.083
H -5.31 -0.02 -1.34 0.093
H 2.93 -1.17 5.55 0.106
H 5.15 -1.32 1.91 0.118
H 3.97 3.00 -0.69 0.090
H 4.36 -1.15 -0.01 0.126
H 2.32 1.51 -0.93 0.104
H -4.70 2.40 -1.45 0.098
H 3.87 7.33 -1.08 0.036
H -6.68 -1.70 -1.52 0.082
H 5.37 5.20 -0.72 0.087
H 0.82 -0.88 4.27 0.108
H -2.14 -2.93 -1.03 0.000
H -6.24 -5.98 -1.01 0.041
H -0.55 4.73 -1.26 0.076
```

Copy entry 2 word for word.
DFT (the ωB97M-V functional and the def2-TZVPD basis) results for a molecular structure, C27H16Cl3N3O4PdS2Si.

Calculated values
HOMO = 0.206 eV
Relative energy (zero: lowest compared OMol25 entry of this formula, charge and spin) = 31.4 kJ/mol
Net charge = -2
E = -111518.5221 eV
Gap between HOMO and LUMO = 3.811 eV

The geometry in XYZ format:
```
57
Properties=species:S:1:pos:R:3:lowdin_charge:R:1
Pd 0.47 -1.14 -0.89 0.760
Cl 2.43 -4.29 -0.80 0.142
Cl -0.37 -4.53 -2.43 0.137
Cl -0.42 -4.28 0.83 0.147
S -4.38 -4.40 -0.94 0.999
S 1.89 5.89 -1.23 0.977
Si 0.50 -3.43 -0.86 -0.634
O 0.67 -0.72 1.72 -0.014
O 6.44 -1.51 3.91 0.016
O 2.54 -1.11 -0.76 -0.187
O 5.32 -1.44 5.74 0.014
N 5.39 -1.40 4.52 -0.382
N 0.37 0.96 -1.05 -0.023
N -1.52 -0.97 -1.09 -0.062
C -2.71 3.09 -1.35 -0.049
C -6.85 -3.89 -1.30 -0.240
C 4.20 -1.22 2.41 0.026
C 1.30 1.88 -1.01 -0.097
C -3.84 -1.66 -1.17 -0.246
C -0.30 3.68 -1.20 -0.035
C 4.16 -1.25 3.78 -0.182
C -6.01 -4.94 -1.09 -0.469
C -3.33 0.71 -1.28 -0.180
C 3.53 3.98 -0.85 -0.161
C -4.81 -2.73 -1.18 -0.485
C -1.30 2.76 -1.24 -0.181
C 2.18 4.19 -1.03 -0.489
C 2.92 -1.13 4.47 -0.023
C 4.30 5.18 -0.86 -0.242
C 3.28 -1.11 0.23 -0.227
C -0.98 1.35 -1.15 -0.188
C -4.26 -0.28 -1.28 -0.009
C -6.17 -2.64 -1.35 -0.164
C -1.92 0.39 -1.18 -0.173
C -2.48 -1.90 -1.09 -0.157
C 1.08 3.26 -1.07 -0.256
C 1.78 -0.97 3.77 -0.002
C 1.73 -0.91 2.30 -0.378
C 3.55 6.30 -1.05 -0.479
C 3.03 -1.08 1.64 -0.104
C -3.66 2.13 -1.37 -0.047
H -2.99 4.13 -1.42 0.099
H -7.92 -4.00 -1.42 0.083
H -5.31 -0.02 -1.34 0.093
H 2.93 -1.17 5.55 0.106
H 5.15 -1.32 1.91 0.118
H 3.97 3.00 -0.69 0.090
H 4.36 -1.15 -0.01 0.126
H 2.32 1.51 -0.93 0.104
H -4.70 2.40 -1.45 0.098
H 3.87 7.33 -1.08 0.036
H -6.68 -1.70 -1.52 0.082
H 5.37 5.20 -0.72 0.087
H 0.82 -0.88 4.27 0.108
H -2.14 -2.93 -1.03 0.000
H -6.24 -5.98 -1.01 0.041
H -0.55 4.73 -1.26 0.076
```

> Which value of HOMO does entry 2 give?

0.206 eV